1.
The following is a quantum chemistry calculation of a cluster of 2 separate species, C2H4IOP in total in a non-equilibrium geometry, from OMol25.

XYZ file:
```
9
Properties=species:S:1:pos:R:3:forces:R:3:lowdin_charge:R:1
C -1.0944 -0.7190 -0.5495 0.33 -1.95 -0.63 -0.2290
C -0.9899 0.7341 -0.2661 0.94 -0.76 0.51 -0.0852
O -1.8323 -1.6103 -0.8147 0.94 2.20 0.57 0.1087
P 1.8889 -1.2841 0.4305 -0.38 -0.82 -1.43 0.1560
I 3.0442 0.7680 -0.1588 -0.15 0.09 0.31 0.1424
H -1.8923 1.1950 -0.0086 -1.72 0.64 0.28 0.0609
H -0.3160 0.7366 0.5884 -0.06 0.31 0.15 0.0387
H -0.4814 1.3272 -1.0123 0.16 -0.35 -0.56 0.0818
H 1.6731 -1.1475 1.7912 -0.05 0.63 0.79 -0.2742
```
Positions in Å, forces in eV/Å.

## Properties
- charge = 0
- calculated total energy (Ha) = -792.793289
- multiplicity = 1
- F_max (eV/Å) = 2.46

---

2.
The following is a quantum chemistry calculation of a structure of composition C2H4InO2 in a non-equilibrium geometry, from OMol25.

XYZ file:
```
9
Properties=species:S:1:pos:R:3:forces:R:3:lowdin_charge:R:1
In 3.4162 -2.3908 0.6920 -0.52 0.41 -0.05 1.0619
O -0.3350 2.0554 0.5440 -0.39 -3.11 -1.53 0.1137
C -0.8485 0.8648 0.1893 -2.44 6.01 2.13 -0.2316
C 0.0342 -0.2972 -0.4051 4.17 -4.24 0.01 -0.2723
O 1.0909 -0.7102 0.3059 -1.46 0.82 -0.84 -0.2698
H -1.7444 0.9437 -0.4356 0.57 0.16 -1.25 0.1316
H -1.3379 0.6064 1.1470 1.05 -1.58 0.68 0.1816
H 0.3583 0.0575 -1.3923 -0.13 1.30 0.16 0.1519
H -0.6339 -1.1294 -0.6452 -0.85 0.23 0.70 0.1330
```
Positions in Å, forces in eV/Å.

## Properties
- charge = +1
- calculated total energy (Ha) = -418.733501
- multiplicity = 1
- F_max (eV/Å) = 6.83

---

3.
The following is a quantum chemistry calculation of a structure of composition C2H4LiO2 in a non-equilibrium geometry, from OMol25.

XYZ file:
```
9
Properties=species:S:1:pos:R:3:forces:R:3:lowdin_charge:R:1
C -0.9850 1.0011 0.5120 3.45 -1.98 -2.38 -0.0145
C -1.8232 -0.1153 0.2694 0.66 -2.01 2.73 -0.0013
O 0.1605 0.4421 0.8991 -0.06 3.34 0.04 -0.2049
H -0.8456 1.8354 -0.1794 -0.19 0.85 1.03 0.1719
H -2.3740 -0.0094 -0.6720 0.27 -0.40 0.12 0.1131
H -2.4830 -0.3385 1.1171 -0.42 -0.05 -0.32 0.1044
Li 2.2701 1.2126 1.6467 1.08 0.23 0.96 0.8248
O 1.3158 0.9933 0.3028 -0.08 0.57 -0.28 -0.2692
H -0.5827 -0.7908 0.6616 -4.71 -0.53 -1.90 0.2758
```
Positions in Å, forces in eV/Å.

## Properties
- charge = +1
- calculated total energy (Ha) = -236.125998
- multiplicity = 1
- F_max (eV/Å) = 5.11

---

4.
The following is a quantum chemistry calculation of a structure of composition C2H4LiO2Tl in a non-equilibrium geometry, from OMol25.

XYZ file:
```
10
Properties=species:S:1:pos:R:3:forces:R:3:lowdin_charge:R:1
O -0.7080 0.7410 0.8170 -0.45 3.25 1.36 -0.6912
C 1.7243 -0.1790 0.3014 2.09 -0.93 -0.69 -0.0197
C 1.9161 -0.3521 -1.1547 0.48 2.50 -0.70 -0.1565
O 0.5429 -0.2092 -0.8370 1.88 -1.08 1.10 -0.4508
Li -0.4191 1.5474 -0.8709 0.19 0.05 0.67 0.7399
Tl -1.4206 -0.9823 0.1784 -2.26 -3.15 0.09 1.0467
H 2.4622 -0.8778 0.7225 -1.89 -2.95 -0.05 0.1267
H 1.7518 0.3169 1.2779 -1.05 2.48 -1.54 0.1292
H 2.0492 -1.3786 -1.5109 0.94 0.47 0.17 0.1458
H 2.3036 0.5005 -1.7197 0.06 -0.64 -0.39 0.1301
```
Positions in Å, forces in eV/Å.

## Properties
- charge = +1
- calculated total energy (Ha) = -408.643842
- multiplicity = 2
- F_max (eV/Å) = 3.87

---

5.
The following is a quantum chemistry calculation of a structure of composition C2H4LiO2V in a non-equilibrium geometry, from OMol25.

XYZ file:
```
10
Properties=species:S:1:pos:R:3:forces:R:3:lowdin_charge:R:1
O -0.8863 2.7929 0.0689 0.19 -0.16 0.65 -0.6041
H -0.6256 3.6589 -0.2399 -0.04 0.03 0.01 -0.1557
C 0.6173 -0.1487 -0.4391 -0.13 -0.60 1.02 -0.0296
C -0.1011 -0.7427 0.5502 2.17 -0.43 -0.77 -0.4200
O -0.4224 -0.1494 1.7020 0.16 0.67 -0.36 -0.6272
H 1.1599 0.7825 -0.2381 -0.85 0.01 -0.53 0.0443
H 0.8081 -0.6976 -1.3624 0.12 0.11 0.39 0.0340
H -0.1069 -1.8449 0.5831 -1.03 0.35 -0.47 0.0877
V -1.1814 -0.8537 3.2803 -0.32 -0.31 0.77 0.2896
Li -0.6195 1.7206 1.4506 -0.26 0.32 -0.70 0.3812
```
Positions in Å, forces in eV/Å.

## Properties
- charge = -1
- calculated total energy (Ha) = -1180.566042
- multiplicity = 4
- F_max (eV/Å) = 2.34

---

6.
The following is a quantum chemistry calculation of a structure of composition C2H4LiO2Y in a non-equilibrium geometry, from OMol25.

XYZ file:
```
10
Properties=species:S:1:pos:R:3:forces:R:3:lowdin_charge:R:1
O -1.2236 -0.8427 -0.1142 2.32 0.04 -1.19 -0.5685
C -2.0584 0.2339 -0.2904 -0.63 1.16 -0.01 -0.2670
C -1.3120 1.5269 -0.1927 -1.47 0.03 -1.17 -0.0981
O -0.0906 1.5491 -0.0812 1.13 -0.64 0.53 -0.0862
H -2.8670 0.2783 0.4685 0.17 -0.17 -0.18 0.1720
H -2.5773 0.2575 -1.2707 0.09 0.02 0.22 0.1677
H -1.8615 2.4653 -0.3811 0.17 -0.11 0.39 0.1766
Y 1.0033 -0.4011 0.2048 -2.12 0.90 1.36 1.7806
Li -0.6510 -2.5090 -0.5668 -1.61 -0.97 0.35 0.7296
H -0.1992 -1.5143 1.4819 1.96 -0.24 -0.30 -0.0067
```
Positions in Å, forces in eV/Å.

## Properties
- charge = +2
- calculated total energy (Ha) = -274.271556
- multiplicity = 1
- F_max (eV/Å) = 2.67

---

7.
The following is a quantum chemistry calculation of a structure of composition C2H4LiO4Tb in a non-equilibrium geometry, from OMol25.

XYZ file:
```
12
Properties=species:S:1:pos:R:3:forces:R:3:lowdin_charge:R:1
O -0.1692 -0.4879 0.9670 -1.24 0.49 2.08 -0.0630
C -0.0360 -0.4137 -3.1199 -1.03 3.17 1.91 0.2485
H -0.8966 -0.8329 -3.6699 -0.52 -0.08 -0.33 0.2065
H 0.9566 -0.8640 -3.3066 0.29 -0.02 -0.14 0.1844
C -1.0481 0.7711 2.8650 -0.89 0.85 -0.41 0.2504
O 0.0487 0.5259 2.3927 0.21 -0.92 -1.10 0.1497
O -0.1873 0.5421 -2.3266 0.61 -3.61 -2.87 0.1395
Li 0.9413 1.2122 -0.9625 0.12 1.14 0.46 0.8383
H -1.1047 1.5376 3.6514 0.07 -0.19 0.51 0.1958
H -1.9596 0.3878 2.3771 -0.08 -0.18 0.34 0.1810
Tb 2.5338 -1.9814 0.8340 0.26 -0.55 0.60 2.2023
O 0.9211 -0.3967 0.2982 2.20 -0.10 -1.06 -0.5332
```
Positions in Å, forces in eV/Å.

## Properties
- charge = +4
- calculated total energy (Ha) = -1209.399183
- multiplicity = 7
- F_max (eV/Å) = 4.65

---

8.
The following is a quantum chemistry calculation of a cluster of 2 separate species, C2H4N in total in a non-equilibrium geometry, from OMol25.

XYZ file:
```
7
Properties=species:S:1:pos:R:3:forces:R:3:lowdin_charge:R:1
C -1.5480 0.1541 -0.1111 4.38 -1.36 1.58 0.3447
C 0.8603 -0.3841 0.0580 0.20 3.14 0.07 0.0360
N -0.4929 -0.1810 0.2145 -1.35 1.55 -1.50 0.0456
H -2.5257 0.2456 0.0062 -4.32 0.62 -0.15 0.0955
H 1.4333 1.4850 -0.3591 -0.76 -2.77 0.38 0.2977
H 1.3779 -0.3094 1.0093 0.41 -0.83 -0.44 0.0825
H 0.8952 -1.0102 -0.8179 1.45 -0.34 0.05 0.0981
```
Positions in Å, forces in eV/Å.

## Properties
- charge = +1
- calculated total energy (Ha) = -132.871941
- multiplicity = 1
- F_max (eV/Å) = 4.85

---

9.
The following is a quantum chemistry calculation of the molecule C2H4N2 in a non-equilibrium geometry, from OMol25.

XYZ file:
```
8
Properties=species:S:1:pos:R:3:forces:R:3:lowdin_charge:R:1
C -1.5224 0.1790 0.1935 -0.87 1.14 -1.65 -0.0488
N -0.4910 -0.2421 -0.4481 -4.44 0.50 -0.79 -0.1149
N 0.6106 -0.5556 0.1824 0.64 -1.95 1.36 -0.0680
C 1.4679 0.3132 -0.0384 2.77 1.85 2.31 -0.0650
H -2.4357 0.6447 -0.4262 2.18 -1.57 1.28 0.1038
H -1.5923 0.3158 1.2843 0.33 -0.24 -0.33 0.0624
H 1.1291 1.1876 -0.4962 -0.15 1.48 -1.46 0.0476
H 2.3891 0.4820 0.5663 -0.47 -1.21 -0.73 0.0829
```
Positions in Å, forces in eV/Å.

## Properties
- charge = 0
- calculated total energy (Ha) = -188.013721
- SMILES = C=NN=C
- multiplicity = 1
- F_max (eV/Å) = 4.54

---

10.
The following is a quantum chemistry calculation of the molecule C2H4N2 in a non-equilibrium geometry, from OMol25.

XYZ file:
```
8
Properties=species:S:1:pos:R:3:forces:R:3:lowdin_charge:R:1
C 1.0418 0.2349 -0.0694 1.63 0.72 1.95 -0.2246
N -0.0424 0.9180 0.8046 1.08 -0.15 -2.54 0.0430
C -1.0576 0.2447 -0.0240 -0.21 3.97 -0.36 -0.2050
N 0.0239 0.8496 -0.7886 -1.08 1.00 0.56 -0.0192
H 2.0257 0.8204 -0.0089 -1.43 -1.06 -0.29 0.1229
H 1.1504 -0.8663 -0.0841 -0.31 0.46 0.26 0.1027
H -0.9503 -0.7361 0.1669 -0.73 -3.78 -0.07 0.0489
H -2.0287 0.8043 -0.1765 1.06 -1.16 0.48 0.1311
```
Positions in Å, forces in eV/Å.

## Properties
- charge = 0
- calculated total energy (Ha) = -187.979918
- SMILES = C1N2CN12
- multiplicity = 1
- F_max (eV/Å) = 4.00